72
Properties=species:S:1:pos:R:3:forces:R:3 method="wB97M-V/def2-TZVPD" total_energy_ev=-54185.8258 molar_mass_da=691.781 orbital_gap_ha="0.19553 / 0.17115" charge=+2
Pb 0.7370 0.8272 -0.4079 0.166 0.190 0.029
O 3.4045 -1.1273 -5.2736 -0.195 0.010 0.058
C 2.1127 -1.3746 -5.4912 0.220 0.031 0.078
C 1.7962 -1.8930 -6.7526 -0.014 -0.043 -0.073
C 0.5016 -2.1967 -7.0798 -0.021 -0.009 -0.041
C -0.5449 -1.9921 -6.1607 0.042 -0.042 -0.063
C -0.2505 -1.4837 -4.9318 0.060 0.050 0.071
C 1.0745 -1.1586 -4.5474 -0.112 -0.008 -0.102
C 1.2786 -0.6065 -3.2309 -0.027 -0.032 0.029
O 0.3306 -0.4478 -2.4081 0.116 -0.036 0.080
N 2.5742 -0.2492 -2.9241 -0.164 -0.065 0.028
N 2.7307 0.2688 -1.7274 0.223 0.112 -0.005
C 4.0211 0.5777 -1.4782 -0.185 -0.037 0.009
C 4.5570 1.0608 -0.3006 0.067 0.009 0.072
C 5.9803 1.2694 -0.2755 -0.124 -0.043 -0.089
C 6.6087 1.6557 0.8533 -0.011 0.065 0.195
C 5.8450 1.8503 2.0448 0.134 -0.028 -0.069
C 4.4953 1.6788 2.0730 -0.028 0.041 -0.012
C 3.7869 1.3076 0.9008 0.058 0.016 0.004
O 2.5095 1.2091 0.9401 -0.114 -0.078 -0.099
H 3.5018 -0.7529 -4.3744 0.006 -0.013 -0.072
H 2.6089 -2.0418 -7.4500 -0.011 -0.007 0.000
H 0.2823 -2.5945 -8.0623 0.004 0.000 0.013
H -1.5630 -2.2320 -6.4323 0.005 0.013 -0.018
H -1.0386 -1.2972 -4.2196 0.006 0.039 0.031
H 4.7087 0.3923 -2.2987 -0.019 -0.025 -0.033
H 6.5402 1.1004 -1.1870 -0.028 -0.010 -0.004
H 7.6775 1.8132 0.8654 -0.005 -0.007 0.028
H 6.3593 2.1414 2.9522 0.002 0.013 -0.013
H 3.9273 1.8399 2.9783 0.007 0.007 -0.017
C -3.1818 -0.1149 0.1131 0.081 0.049 0.003
C -4.6346 -0.8317 0.2323 -0.021 -0.082 -0.044
N -4.5426 -2.0179 -0.5564 -0.005 0.042 -0.002
C -3.6408 -2.9761 -0.0048 -0.059 0.033 -0.016
C -2.1785 -2.2632 -0.0176 0.119 0.049 0.008
N -2.3268 -0.9809 -0.6422 -0.209 -0.101 -0.064
C -2.7830 -1.1260 -1.9940 0.094 0.012 0.020
C -4.2874 -1.7409 -1.9342 -0.025 -0.038 0.058
H -2.7812 0.0320 1.1121 0.001 -0.001 0.046
H -3.2905 0.8432 -0.3922 -0.030 -0.016 -0.010
H -5.4034 -0.1674 -0.1547 0.018 0.012 -0.020
H -4.8415 -1.0783 1.2713 0.033 -0.005 0.001
H -3.6201 -3.8776 -0.6120 0.025 0.012 -0.022
H -3.9186 -3.2213 1.0174 0.020 0.019 0.014
H -1.4853 -2.8810 -0.5845 -0.026 -0.014 -0.010
H -1.8231 -2.1497 1.0035 -0.021 0.009 0.021
H -2.1293 -1.8114 -2.5245 -0.022 -0.027 -0.011
H -2.8009 -0.1677 -2.5086 -0.050 0.012 0.026
H -4.3305 -2.6516 -2.5269 0.033 -0.006 0.011
H -5.0043 -1.0170 -2.3131 0.018 0.026 0.001
C -2.5604 -0.6355 3.7460 -0.007 0.029 0.011
C -1.2638 0.0569 4.1516 -0.028 0.030 0.022
P -0.3802 0.9588 2.8122 -0.069 -0.111 -0.040
C 1.1146 1.5753 3.6974 -0.014 0.003 0.030
C 1.0241 1.8287 5.2036 0.047 -0.005 -0.031
C -1.4461 2.4418 2.5422 0.028 0.089 0.057
C -1.5154 3.5003 3.6433 -0.037 -0.026 -0.024
H -2.9874 -1.1698 4.5945 0.003 0.008 -0.001
H -2.3922 -1.3702 2.9544 0.002 0.003 -0.006
H -3.3156 0.0816 3.4126 0.021 -0.012 -0.027
H -0.5563 -0.6756 4.5448 0.001 -0.029 0.007
H -1.4629 0.7621 4.9607 0.009 -0.032 0.039
H 1.4323 2.4780 3.1687 -0.008 -0.010 -0.023
H 1.8869 0.8320 3.4925 0.020 0.010 0.016
H 0.2447 2.5387 5.4692 -0.016 -0.005 -0.006
H 1.9704 2.2393 5.5579 -0.003 -0.008 0.005
H 0.8481 0.9079 5.7577 -0.009 -0.002 -0.002
H -2.4530 2.0600 2.3421 0.011 -0.009 -0.053
H -1.1142 2.9098 1.6082 -0.001 -0.001 0.002
H -1.9044 3.0868 4.5736 0.016 0.000 0.014
H -2.1799 4.3114 3.3451 -0.005 -0.010 -0.006
H -0.5382 3.9367 3.8443 0.005 -0.009 -0.010

***

84
Properties=species:S:1:pos:R:3:forces:R:3 method="wB97M-V/def2-TZVPD" total_energy_ev=-119468.5891 molar_mass_da=731.866 orbital_gap_ha=0.21879 charge=-1 e_above_lowest_ev=1.032
Zr 0.1236 0.1964 -0.1139 -0.163 0.277 -0.340
C -3.5802 0.6518 7.2944 0.011 -0.009 -0.015
C -3.3217 -0.6300 6.4881 -0.016 0.016 0.019
C -4.6725 -1.2785 6.1792 0.045 0.002 -0.009
C -2.5043 -1.6085 7.3442 -0.002 0.001 -0.016
C -2.5475 -0.2894 5.2153 0.026 0.002 -0.034
C -3.0262 -0.5591 3.9428 -0.002 -0.008 0.075
C -2.2557 -0.2179 2.8488 -0.107 -0.048 -0.345
Br -2.8690 -0.6150 1.0937 -0.090 -0.026 0.059
C -1.0044 0.3950 2.9201 0.044 0.132 0.190
O -0.3465 0.7109 1.8299 0.018 -0.112 -0.022
C -0.4971 0.6481 4.2161 0.156 0.079 0.068
C -1.2887 0.3099 5.3051 0.030 -0.059 0.072
C 0.8585 1.3463 4.4250 -0.005 0.048 -0.013
C 1.3953 1.0989 5.8435 -0.059 0.026 -0.039
C 1.9520 0.8695 3.4496 -0.040 -0.070 0.066
C 0.6506 2.8561 4.2284 -0.049 -0.025 -0.036
H -4.1307 0.4232 8.2123 0.015 0.002 -0.027
H -4.1669 1.3600 6.7049 0.014 -0.006 0.022
H -2.6448 1.1408 7.5730 -0.030 -0.006 -0.005
H -5.1937 -1.5002 7.1137 0.000 0.000 -0.017
H -4.5463 -2.2158 5.6323 -0.025 0.025 0.014
H -5.3069 -0.6150 5.5869 0.008 -0.027 0.016
H -3.0446 -1.8553 8.2635 0.015 0.002 -0.022
H -1.5380 -1.1829 7.6219 -0.027 -0.020 -0.008
H -2.3183 -2.5327 6.7919 0.005 0.020 0.026
H -3.9826 -1.0350 3.7779 0.016 0.011 0.001
H -0.9027 0.5099 6.2961 -0.010 -0.008 -0.032
H 1.4667 0.0273 6.0484 0.023 0.033 0.018
H 0.7774 1.5634 6.6152 0.001 -0.017 -0.015
H 2.3939 1.5320 5.9286 -0.006 -0.005 -0.007
H 1.9860 -0.2201 3.3960 0.006 0.026 -0.030
H 2.9228 1.2252 3.8080 -0.001 -0.013 0.006
H 1.7981 1.2649 2.4509 0.001 0.013 -0.019
H -0.0764 3.2442 4.9475 0.026 -0.003 -0.014
H 0.2817 3.0571 3.2205 0.017 0.002 0.024
H 1.5954 3.3915 4.3635 -0.011 -0.009 -0.006
C 0.2074 -2.1508 -0.0937 0.092 0.203 0.195
C 0.9017 -2.4063 1.1783 0.156 -0.224 -0.058
C 0.2148 -2.6073 2.3885 -0.008 0.003 0.066
C 0.8828 -2.7977 3.5891 -0.078 -0.007 -0.053
C 2.2716 -2.8114 3.6380 0.002 -0.011 0.000
C 2.9759 -2.6223 2.4555 0.007 0.016 -0.075
C 2.3101 -2.4159 1.2552 -0.034 -0.043 0.023
H -0.7796 -2.6041 -0.1514 -0.047 -0.005 0.039
H 0.8050 -2.4294 -0.9618 0.041 -0.028 -0.021
H -0.8696 -2.6160 2.3743 0.000 0.003 0.018
H 0.3084 -2.9367 4.4988 -0.016 0.001 -0.007
H 2.7927 -2.9654 4.5751 -0.006 -0.001 0.001
H 4.0613 -2.6467 2.4671 -0.005 0.006 -0.031
H 2.8719 -2.3110 0.3335 0.033 0.008 -0.007
C -1.1010 0.7821 -1.5905 -0.131 -0.220 0.188
H -0.6301 1.2412 -2.4702 0.082 -0.054 -0.052
H -2.1868 0.7885 -1.6761 -0.054 0.087 -0.009
O 1.5499 2.1049 -0.2320 -0.092 -0.025 0.156
C 2.4250 1.4591 -0.8248 0.353 -0.089 -0.058
N 3.6000 1.9471 -1.3179 0.121 -0.021 -0.013
C 4.4569 0.8214 -1.6871 -0.072 -0.012 -0.053
C 3.4186 -0.3617 -1.5983 0.004 0.294 0.123
O 3.6718 -1.4900 -1.9364 0.027 -0.129 -0.024
N 2.2743 0.1285 -1.0435 -0.150 0.037 -0.037
C 4.9968 0.9270 -3.1019 -0.017 -0.006 0.042
C 5.8154 -0.0867 -3.5969 0.010 -0.029 -0.004
C 6.2963 -0.0270 -4.8947 0.017 -0.025 0.007
C 5.9702 1.0447 -5.7175 -0.012 0.003 0.017
C 5.1513 2.0509 -5.2328 -0.016 -0.007 0.045
C 4.6639 1.9899 -3.9316 0.011 -0.007 0.010
C 5.5399 0.6381 -0.6236 0.002 -0.013 -0.026
C 5.2299 0.0219 0.5875 -0.028 -0.016 0.039
C 6.1754 -0.0608 1.5987 -0.018 -0.004 -0.012
C 7.4456 0.4695 1.4138 -0.040 -0.010 -0.009
C 7.7597 1.0850 0.2122 0.036 0.012 0.007
C 6.8123 1.1689 -0.7998 0.032 0.023 -0.037
H 3.9935 2.7714 -0.8917 -0.040 0.003 0.025
H 6.0564 -0.9297 -2.9618 0.000 0.020 -0.019
H 6.9255 -0.8251 -5.2698 -0.009 0.007 0.012
H 6.3465 1.0893 -6.7321 0.002 -0.009 0.010
H 4.8802 2.8855 -5.8670 0.000 0.002 0.003
H 4.0078 2.7649 -3.5601 -0.004 0.013 -0.014
H 4.2423 -0.3970 0.7522 0.032 0.007 0.014
H 5.9139 -0.5427 2.5329 -0.007 0.004 -0.017
H 8.1850 0.4020 2.2019 -0.004 0.000 -0.004
H 8.7480 1.5018 0.0599 -0.016 0.001 -0.016
H 7.0686 1.6444 -1.7389 0.003 -0.003 0.011

***

7
Properties=species:S:1:pos:R:3:forces:R:3 method="wB97M-V/def2-TZVPD" total_energy_ev=-28098.2017 molar_mass_da=117.447 orbital_gap_ha=0.37108 e_above_lowest_ev=2.712
N 1.5758 0.2143 -0.0020 1.005 0.304 -1.919
O -0.4199 -1.1453 0.8614 -0.611 -0.104 -0.077
F -0.9793 1.6744 0.8030 1.484 -3.078 -1.732
P 0.1094 -0.1036 -0.1597 -1.025 3.892 1.301
Cl -1.2108 -0.2432 -1.7243 1.088 0.221 0.695
H 2.3196 0.6767 -0.6229 -2.134 -1.031 1.307
H -1.3948 -1.0732 0.8444 0.194 -0.205 0.424

***

43
Properties=species:S:1:pos:R:3:forces:R:3 method="wB97M-V/def2-TZVPD" total_energy_ev=-29128.5146 molar_mass_da=253.218 orbital_gap_ha=0.39346 charge=+1 e_above_lowest_ev=4.105
O -1.9732 1.5140 0.8078 0.654 -0.811 0.017
H -0.6058 3.0774 3.4552 -1.267 -0.412 -0.313
O 3.3981 -0.6717 -1.5989 -1.055 0.528 1.181
H -0.3268 -2.8506 1.1346 -0.189 -0.230 -0.528
H -0.7082 1.8881 0.6973 -1.346 1.070 -2.424
O -2.5277 -3.1405 1.4719 -0.714 -1.240 0.361
H -0.0474 3.6468 -2.8768 0.414 -0.821 -0.026
H -3.0725 -3.8839 1.8245 0.284 1.071 0.023
O 0.3727 -3.1684 0.5480 0.410 -0.328 -0.344
H -2.0824 -3.8251 -2.8520 0.174 0.395 -0.208
H 0.1036 -3.5988 -0.2798 -0.593 0.242 0.558
O -0.2998 -0.6915 -2.2558 0.226 -0.098 1.180
H 0.1799 0.0018 -1.7657 0.049 -0.107 -0.557
H -0.3919 -1.3422 -1.5344 -0.087 0.144 -0.356
O -0.8964 -0.7261 1.8772 0.613 0.508 -0.558
H 0.8305 2.3778 0.0007 0.531 -0.183 0.375
H -0.8063 2.3370 -3.0637 0.616 -0.208 0.012
O 2.7787 1.8825 2.5996 0.863 0.705 0.982
H 3.1841 2.4135 3.3126 -0.713 -0.022 -0.123
H 4.2990 -0.4144 -1.4237 0.541 -0.805 -1.138
O -0.5027 2.5378 2.6436 1.267 1.165 1.741
H 0.4521 2.7135 2.6722 0.518 -0.775 -1.003
H -0.0983 2.4748 -1.1843 -0.642 -0.234 0.420
O -1.2339 -3.5727 -2.4774 -0.459 -2.465 1.633
H -2.1063 0.7761 1.4561 -0.449 1.305 -0.800
H -2.6302 2.1749 0.5160 0.145 -0.873 0.918
O 2.1072 0.8933 0.0005 -0.794 0.274 0.807
H 1.3269 -1.2461 1.0299 1.022 -1.185 0.390
H -2.0049 -3.6469 0.8447 0.215 0.159 -0.441
O 0.0759 2.6730 -2.7859 -1.299 0.840 0.040
H -1.8012 -0.9409 2.0836 -0.370 -0.773 0.617
H -3.3389 0.5019 -1.9665 -0.182 -0.505 0.293
O -2.9820 1.2051 -2.4962 1.198 -0.056 -0.418
H -0.9289 -2.7678 -2.8036 0.376 2.124 -1.398
H -3.5546 1.9445 -2.3921 -0.930 0.781 0.057
O 2.2508 -1.5467 1.2280 -0.744 1.554 0.358
H 3.1264 -1.1779 -2.3581 1.062 -0.084 -0.511
H 2.2423 -2.4888 1.0668 -0.257 -0.241 -0.244
O -0.1121 2.5548 -0.1666 1.080 -0.303 0.774
H 2.2101 0.0387 0.4617 -0.027 0.175 -0.126
H -0.4635 -0.3029 2.6280 -0.241 -0.096 0.254
H 2.9635 0.9270 -0.4026 0.404 0.314 -0.868
H 3.5939 1.4493 2.3234 -0.304 -0.501 -0.605